[1]
DFT (ωB97M-V/def2-TZVPD) results for C20H36N2O4 in the gas phase.

Its multiplicity is 1. As for the frontier orbital gap: 10.0 eV. Its energy above the lowest of the compared OMol25 structures with the same formula, charge and spin is 17.3 kJ/mol. For the energy, the calculation gives -1194.241594 Ha. The HOMO energy comes out at -0.3421 Eh. Its SMILES is CC[C@@H](C)[C@@H](NC(=O)[C@H]1CC[C@@H](C)CC1)C(=O)N[C@H](C(=O)OC)C(C)C. The charge is 0.

```
62
Properties=species:S:1:pos:R:3:forces:R:3:lowdin_charge:R:1
C -5.4642 -0.2128 -1.3877 0.01 -0.21 0.18 -0.0641
C -5.1347 -1.2326 -0.2987 -0.07 -0.07 0.03 -0.3753
H -3.5843 0.6365 2.1968 0.02 0.09 -0.03 0.1253
O -0.3556 -0.1849 1.9220 0.16 -0.11 0.35 0.0530
H 0.5465 1.9782 1.2801 -0.03 -0.01 -0.18 0.1465
H 6.1360 -1.3548 0.3072 0.13 0.00 0.05 0.0786
O 2.8155 -2.9966 -1.2264 0.02 -0.05 -0.03 0.1225
C -0.0760 3.3907 -0.2268 0.24 -0.10 -0.23 -0.3196
H 1.9163 3.8568 -0.8844 -0.01 0.07 -0.09 0.1098
C -2.6056 -1.2368 -0.5368 -0.06 -0.25 0.17 -0.1433
C 1.3232 1.2311 -0.5703 -0.13 0.12 0.50 -0.4087
H 1.3636 -0.0910 0.9806 -0.09 0.17 -0.07 0.1078
O 1.0683 -2.2682 -0.0342 -0.14 0.23 0.19 -0.0414
H 4.6721 -1.4441 2.3963 0.04 -0.03 0.09 0.0818
C 0.2232 1.9551 0.2331 0.04 0.26 0.11 -0.1881
C 3.8272 -1.5520 1.7199 0.05 0.26 -0.14 -0.0501
H -6.3841 0.3134 -1.1421 -0.08 0.10 -0.01 0.0796
H 4.2839 0.2924 0.7197 -0.11 -0.06 -0.08 0.1410
H -1.5984 1.2673 -0.5681 -0.07 -0.08 0.07 0.1223
H -0.0214 2.9278 -2.3325 0.00 -0.01 -0.09 0.0763
C 4.0721 -0.7472 0.4449 0.05 -0.23 -0.12 -0.3534
C 0.5001 -3.5689 -0.0747 0.05 -0.39 -0.07 -0.0392
C 1.1907 4.2550 -0.1752 -0.10 -0.03 0.21 -0.2253
H 1.0798 4.6355 1.9527 -0.04 0.02 0.14 0.0768
N 1.8196 0.1856 0.1162 0.28 -0.38 0.23 0.1265
C 2.8031 -0.7086 -0.4431 0.20 0.26 -0.09 -0.1778
H -1.6658 2.9955 -1.6719 -0.16 -0.02 -0.08 0.0662
H 1.2545 -4.3186 0.1717 -0.11 0.04 -0.01 0.0977
C -0.6738 3.4428 -1.6339 0.05 -0.04 0.15 -0.0551
C -3.6774 0.2363 1.1851 -0.08 -0.23 0.17 -0.1455
C 2.2520 -2.1150 -0.6330 0.06 0.14 -0.24 -0.4556
H 0.9215 5.2607 -0.5057 -0.01 -0.01 -0.08 0.1115
H -0.8062 3.8048 0.4812 0.07 -0.07 0.02 0.1447
C -3.8882 -2.0582 -0.6373 -0.08 0.15 -0.09 -0.1609
C 5.2590 -1.3046 -0.3337 -0.10 0.07 0.13 -0.0620
H -3.8245 -2.8992 0.0574 0.03 -0.08 0.00 0.1181
H -5.6037 -0.7145 -2.3428 -0.01 0.00 -0.13 0.0798
H -4.6756 0.5246 -1.5050 0.08 0.14 -0.07 0.0645
H 0.1082 -3.7824 -1.0717 0.02 0.01 0.07 0.0999
H -2.6284 -0.4404 -1.2829 0.06 0.05 -0.07 0.1105
H -3.9836 -2.4676 -1.6452 -0.01 -0.09 0.00 0.1151
O 1.6982 1.5476 -1.6811 0.09 0.16 -0.43 0.0701
H -2.4485 -1.4752 1.5927 0.08 0.08 -0.03 0.1539
H 3.0706 -0.3113 -1.4302 -0.07 -0.17 0.17 0.1612
H -4.9537 -1.3561 1.8389 -0.03 -0.01 0.08 0.1182
C -2.4695 -0.6515 0.8710 0.07 0.18 -0.08 -0.2304
H 2.9314 -1.2124 2.2351 -0.10 -0.01 0.16 0.0795
H 5.4895 -0.6704 -1.1862 0.06 0.04 -0.12 0.0824
H -5.8230 0.0717 1.2781 -0.05 -0.03 0.07 0.1141
H 2.2697 3.4066 1.5090 0.07 -0.10 0.12 0.0666
H 3.7147 -2.6085 1.4858 -0.02 -0.16 0.01 0.0859
H -0.2993 -3.5725 0.6620 0.01 0.02 -0.03 0.0930
H 2.6062 5.1044 1.2058 0.09 0.03 0.08 0.0715
C -4.9666 -0.5747 1.0755 -0.02 0.06 -0.15 -0.1642
H -0.7722 4.4781 -1.9517 -0.09 0.10 -0.03 0.0809
N -0.9738 1.1336 0.2092 0.04 0.36 -0.33 0.1459
C 1.8222 4.3508 1.2093 -0.04 0.03 -0.24 -0.0944
C -1.1649 0.1039 1.0540 -0.45 -0.28 0.04 -0.4476
H -5.9845 -1.9229 -0.2363 0.06 0.04 0.01 0.1345
H -1.7432 -1.8675 -0.7581 0.06 0.05 -0.08 0.1058
H 5.0351 -2.3034 -0.6984 0.05 -0.08 -0.04 0.0727
H -3.7099 1.0837 0.4980 0.04 0.08 -0.01 0.1101
```
Positions in Å, forces in eV/Å.



[2]
DFT (ωB97M-V/def2-TZVPD) results for a molecular structure, C20H37HfN3OP at a distorted geometry.

Its multiplicity is 1. As for the frontier orbital gap: 8.0 eV. For the energy, the calculation gives -1412.885150 Ha. The HOMO energy comes out at -0.3981 Eh. The charge is +1.

```
63
Properties=species:S:1:pos:R:3:forces:R:3:lowdin_charge:R:1
H -0.5877 2.9902 3.5536 -0.24 0.01 -0.07 0.0658
H 1.6203 -0.6753 -4.8101 -0.21 0.46 0.15 0.0637
H -2.8210 -1.4711 -2.5524 0.66 0.29 0.31 0.1135
H -3.2416 -0.6277 3.4967 0.10 -0.03 0.03 0.0925
H 0.1612 2.2544 -2.9968 -0.16 0.73 0.34 0.0570
H 0.7256 -3.4103 -0.9255 -0.28 0.59 -0.02 0.1174
C 0.4230 1.5856 -3.8032 -0.08 0.37 -0.59 -0.1526
H 1.8527 -0.9462 4.0873 0.26 -0.22 0.15 0.0755
N 1.3426 0.5673 2.7302 -0.39 -0.02 0.66 -0.2680
H 2.2423 -0.8892 -3.2142 -0.06 0.19 0.06 0.0894
H 2.7429 1.6809 -2.3560 -0.73 -0.28 0.25 0.1161
C 0.5312 -0.7223 -4.6867 -0.11 0.21 -0.16 -0.1092
C 2.2665 -1.4093 -1.0888 2.03 0.80 0.34 -0.1838
H -0.3014 -2.4355 -3.1709 -0.23 -0.04 0.02 0.0918
C 2.4500 0.8279 -1.7427 -0.03 -1.32 -0.24 -0.1347
C 2.6384 0.7508 -0.3499 0.20 -0.78 -0.05 -0.1086
H 2.5727 1.4426 4.1636 -0.45 0.21 -0.10 0.0997
C -1.5833 0.2623 -4.0759 -0.35 0.33 -0.39 -0.1609
O 0.0373 -0.2233 0.6638 -0.80 1.96 2.95 -0.4405
H -1.6222 3.6853 2.2904 -0.07 0.01 0.41 0.0899
H 0.3485 -1.7919 -4.5750 -0.22 0.08 -0.13 0.0517
C -0.0919 -2.6950 -0.9876 -1.49 -1.08 0.50 -0.1888
H 0.1291 -0.4512 -5.6910 0.09 -0.01 0.66 0.0942
H -0.8336 -2.7301 1.1146 -0.07 0.44 -0.40 0.1164
C -0.9988 -2.4247 0.0776 -0.06 -0.73 -0.94 -0.1160
H -2.0926 -0.6871 -4.2209 0.26 -0.24 0.05 0.0617
H -2.9552 0.3415 2.0658 0.14 -0.23 0.00 0.0812
C 2.1892 -0.5262 -2.2068 1.98 0.56 -0.03 -0.2692
H -1.6047 0.7479 -5.0729 0.00 -0.08 0.44 0.0841
C -0.1385 0.1913 -3.5454 0.01 -0.27 -2.86 -0.5967
H -2.2236 0.8410 -3.4236 -0.39 0.39 0.23 0.0655
C -0.7413 -1.1618 4.1753 0.21 0.33 -0.20 -0.0760
H 1.4854 2.6253 3.3879 -0.05 -0.45 0.00 0.0866
H -2.0989 1.7885 0.1017 0.07 0.22 -0.03 0.0942
H -1.3013 3.3753 0.3959 0.00 -0.37 -0.47 0.1006
H -0.0059 -0.5065 4.6624 -0.29 -0.44 0.03 0.0587
H 2.3996 -2.4863 -1.1666 -0.11 0.59 0.05 0.1168
C -2.0040 -1.6941 -1.8632 0.82 -0.77 -0.22 -0.1429
N -0.7221 1.9325 1.7233 -0.02 -0.15 0.30 -0.2840
C -2.6443 -0.5757 2.5855 0.38 0.42 0.14 -0.0657
H 0.8378 1.4472 4.6049 0.34 0.30 -0.07 0.0844
H -0.2798 -2.1475 3.9864 -0.28 0.36 0.02 0.0944
H -2.1928 2.2747 3.2300 0.08 0.18 -0.03 0.0869
H -2.8980 -1.4285 1.9522 0.28 0.02 0.29 0.0588
C 2.0797 -0.6654 3.0638 -0.09 0.38 0.33 -0.1150
N -1.2090 -0.4788 2.9527 0.29 0.50 0.09 -0.2611
H -1.5755 -1.2771 4.8613 -0.08 -0.06 -0.01 0.0898
H 2.8218 1.5903 0.3011 0.09 0.03 0.06 0.1072
Hf 0.1099 -0.3105 -1.3768 0.59 -0.65 0.21 1.6250
P -0.1474 0.4222 2.0372 -0.16 -0.60 -1.32 0.6192
H -3.0440 -1.5171 0.0564 -0.03 0.04 0.00 0.0882
C 2.6292 -0.6088 0.0370 0.01 -0.32 -1.11 -0.1080
H 3.0037 -1.0275 0.9582 -0.53 0.24 -0.07 0.0821
C 1.5518 1.6008 3.7782 0.24 -0.34 0.00 -0.0779
C -2.1574 -1.8173 -0.4736 0.74 -0.14 -0.01 -0.1208
C -1.3181 2.7579 2.7766 -0.07 -0.06 0.02 -0.0712
H 3.1445 -0.4600 2.9728 0.06 -0.01 0.04 0.0980
H 1.4967 1.6462 -3.9264 0.18 -0.23 0.08 0.0578
C -1.1584 2.2873 0.3787 0.02 0.00 -0.27 -0.0845
C -0.6901 -2.2155 -2.1958 -1.53 -1.65 0.02 -0.2617
H -0.3933 2.0632 -0.3975 -0.15 0.31 0.46 0.0581
H 0.0098 2.0006 -4.7337 -0.03 0.10 0.18 0.0865
H 1.8341 -1.4867 2.4071 -0.28 -0.11 -0.09 0.0771
```
Positions in Å, forces in eV/Å.



Which formula does entry 1 have? C20H36N2O4



The highest charge belongs to which entry? C20H37HfN3OP



Among the records above, which one has the highest charge? C20H37HfN3OP